This record from the Open Molecules 2025 dataset describes 14 unconnected molecules or ions with the total composition C34H85N10O12. The level of theory is wB97M-V/def2-TZVPD.

As for the total charge: -1. Its HOMO energy is -0.059 Ha. Its HOMO-LUMO gap is 0.94 eV. As for the calculated total energy: -2795.5009 Eh. The calculation puts the molar mass at 826.112 u.

Positions of all 141 atoms, in Å:
N (22.1434, -25.2416, 7.4757)
H (21.8926, -26.0926, 7.9583)
H (23.1527, -25.2738, 7.4612)
H (21.7919, -24.4067, 7.9225)
H (21.9644, -25.1451, 6.4864)
N (23.8163, -37.2547, 3.0620)
H (24.7627, -36.9096, 3.1358)
H (23.5617, -37.4750, 4.0142)
H (23.7672, -38.1255, 2.5528)
H (23.0830, -36.6863, 2.6629)
N (35.2776, -27.9839, 6.6457)
H (35.0441, -28.8557, 6.1924)
H (34.8740, -27.8855, 7.5664)
H (35.2060, -27.1882, 6.0277)
H (36.2431, -27.9798, 6.9423)
N (29.2571, -26.9398, 11.4579)
H (28.8911, -27.7804, 11.8816)
H (28.7598, -27.0155, 10.5820)
H (30.2515, -27.1122, 11.4969)
H (29.0363, -26.0808, 11.9410)
N (18.6391, -32.2137, 5.4767)
H (19.1104, -31.4756, 5.9798)
H (19.3464, -32.7679, 5.0154)
H (17.9769, -32.0039, 4.7435)
H (18.1821, -32.7233, 6.2194)
N (20.7226, -29.2359, 0.5408)
H (21.3942, -28.8611, -0.1139)
H (19.7414, -29.0982, 0.3445)
H (21.0041, -29.0571, 1.4942)
H (20.7740, -30.2430, 0.5964)
N (31.0816, -37.6189, 6.7833)
H (31.0087, -38.5814, 7.0806)
H (30.7084, -37.0969, 7.5633)
H (30.5698, -37.3925, 5.9425)
H (32.0521, -37.3728, 6.6508)
C (26.8023, -31.4229, 4.0415)
C (28.0851, -31.8803, 4.2653)
C (29.1447, -31.1200, 5.0827)
O (30.4135, -31.5566, 5.1713)
C (28.8830, -29.9002, 5.6981)
C (27.4952, -29.4037, 5.6226)
C (26.4068, -30.1552, 4.7158)
O (25.2175, -29.6641, 4.6733)
O (27.1275, -28.4184, 6.3020)
O (28.2749, -33.0776, 3.8420)
H (26.0371, -31.9053, 3.4514)
H (29.6604, -29.3688, 6.2269)
C (25.1881, -31.4510, 10.4625)
C (24.1913, -32.1593, 9.7814)
C (24.4700, -33.5913, 9.2682)
O (23.6355, -34.2599, 8.4936)
C (25.5742, -34.2763, 9.5048)
C (26.6639, -33.7138, 10.3096)
C (26.3365, -32.2129, 10.9776)
O (27.0705, -31.8356, 11.8658)
O (27.8019, -34.1147, 10.3706)
O (23.0162, -31.5509, 9.6433)
H (24.9383, -30.5057, 10.9212)
H (25.7658, -35.2577, 9.0965)
O (35.2669, -27.1788, 11.6288)
C (36.4621, -26.9733, 12.3692)
C (37.7841, -26.5208, 11.5296)
O (38.2772, -27.2588, 10.3854)
H (36.6804, -27.9566, 12.7857)
H (36.2066, -26.3888, 13.2530)
H (38.5075, -26.3304, 12.3223)
H (37.6199, -25.5034, 11.1746)
O (16.3337, -31.8741, 0.5392)
C (16.4514, -33.0014, -0.3100)
C (17.5467, -34.1760, -0.0683)
O (18.8591, -34.0075, 0.5239)
H (16.8291, -32.7176, -1.2922)
H (15.4866, -33.4417, -0.5617)
H (17.5307, -34.7456, -0.9975)
H (17.1268, -34.9135, 0.6157)
C (33.7675, -22.7204, 5.1307)
C (34.1391, -23.2594, 3.6861)
N (35.5687, -23.5438, 3.6321)
C (35.9221, -23.8934, 2.2422)
C (35.3448, -25.2432, 1.6889)
C (36.4777, -22.5608, 4.2625)
C (36.4932, -21.1780, 3.5414)
H (32.7348, -22.3848, 5.0358)
H (34.3177, -21.8323, 5.4416)
H (33.8697, -23.4775, 5.9082)
H (33.4840, -24.0598, 3.3422)
H (33.9457, -22.3881, 3.0604)
H (35.5214, -23.1161, 1.5917)
H (37.0066, -24.0004, 2.2178)
H (35.5456, -26.0351, 2.4105)
H (34.2828, -25.0766, 1.5089)
H (35.8288, -25.4924, 0.7446)
H (37.5365, -22.8173, 4.2249)
H (36.2499, -22.4741, 5.3249)
H (37.2896, -20.6183, 4.0318)
H (35.6034, -20.5644, 3.6828)
H (36.9071, -21.3065, 2.5412)
C (30.9770, -31.5653, -7.2105)
C (30.4685, -32.9390, -6.8969)
N (31.2019, -33.6231, -5.7437)
C (31.2512, -32.8200, -4.5657)
C (31.9645, -33.2921, -3.3034)
C (30.8087, -35.0308, -5.5453)
C (31.0793, -35.9644, -6.7139)
H (32.0293, -31.6014, -7.4926)
H (30.8516, -30.8606, -6.3885)
H (30.4598, -31.0572, -8.0244)
H (29.4425, -32.7634, -6.5734)
H (30.3917, -33.6305, -7.7360)
H (31.7913, -31.9303, -4.8894)
H (30.2888, -32.3815, -4.3017)
H (32.0402, -32.4891, -2.5703)
H (31.3810, -34.1432, -2.9521)
H (32.9797, -33.5603, -3.5959)
H (29.7480, -35.0770, -5.2987)
H (31.2868, -35.5242, -4.6992)
H (30.5505, -35.7602, -7.6449)
H (30.9379, -37.0223, -6.4925)
H (32.1006, -36.1668, -7.0364)
C (22.5798, -26.7387, -4.3537)
C (23.8039, -26.2634, -3.5383)
N (24.4429, -27.4352, -2.8557)
C (24.9688, -28.4920, -3.7174)
C (24.8050, -29.9016, -2.9745)
C (25.4073, -27.1145, -1.7584)
C (26.4334, -26.0324, -2.2452)
H (22.8862, -27.4665, -5.1051)
H (22.2368, -25.8988, -4.9579)
H (21.8118, -27.2233, -3.7509)
H (24.5958, -25.8326, -4.1510)
H (23.4911, -25.5824, -2.7467)
H (24.3194, -28.5823, -4.5882)
H (25.9834, -28.2663, -4.0456)
H (25.1266, -30.8026, -3.4970)
H (25.2230, -29.9228, -1.9681)
H (23.7402, -30.0412, -2.7881)
H (25.9848, -27.9818, -1.4380)
H (24.8507, -26.7121, -0.9120)
H (26.0587, -25.0537, -2.5451)
H (27.0897, -26.3644, -3.0497)
H (26.9436, -25.8438, -1.3007)

Atom charges from the Mulliken analysis, given in e for atoms 1 to 99: number 1, N, carries -1.339; number 2, H, carries 0.455; number 3, H, carries 0.430; number 4, H, carries 0.635; number 5, H, carries 0.533; number 6, N, carries -0.696; number 7, H, carries 0.404; number 8, H, carries 0.420; number 9, H, carries 0.422; number 10, H, carries 0.379; number 11, N, carries -0.704; number 12, H, carries 0.434; number 13, H, carries 0.383; number 14, H, carries 0.341; number 15, H, carries 0.420; number 16, N, carries -0.510; number 17, H, carries 0.382; number 18, H, carries 0.372; number 19, H, carries 0.377; number 20, H, carries 0.368; number 21, N, carries -0.905; number 22, H, carries 0.459; number 23, H, carries 0.390; number 24, H, carries 0.492; number 25, H, carries 0.402; number 26, N, carries -0.942; number 27, H, carries 0.323; number 28, H, carries 0.502; number 29, H, carries 0.505; number 30, H, carries 0.392; number 31, N, carries -0.783; number 32, H, carries 0.463; number 33, H, carries 0.381; number 34, H, carries 0.409; number 35, H, carries 0.433; number 36, C, carries -0.856; number 37, C, carries 0.514; number 38, C, carries 0.466; number 39, O, carries -0.854; number 40, C, carries -0.760; number 41, C, carries 0.476; number 42, C, carries 0.687; number 43, O, carries -0.815; number 44, O, carries -0.776; number 45, O, carries -0.805; number 46, H, carries 0.353; number 47, H, carries 0.365; number 48, C, carries -0.852; number 49, C, carries 0.464; number 50, C, carries 0.583; number 51, O, carries -0.855; number 52, C, carries -0.718; number 53, C, carries 0.545; number 54, C, carries 0.446; number 55, O, carries -0.703; number 56, O, carries -0.690; number 57, O, carries -0.848; number 58, H, carries 0.388; number 59, H, carries 0.324; number 60, O, carries -0.798; number 61, C, carries -0.377; number 62, C, carries -0.383; number 63, O, carries -0.791; number 64, H, carries 0.196; number 65, H, carries 0.232; number 66, H, carries 0.213; number 67, H, carries 0.219; number 68, O, carries -0.792; number 69, C, carries -0.348; number 70, C, carries -0.409; number 71, O, carries -0.814; number 72, H, carries 0.144; number 73, H, carries 0.191; number 74, H, carries 0.195; number 75, H, carries 0.220; number 76, C, carries -1.352; number 77, C, carries -0.482; number 78, N, carries 0.170; number 79, C, carries -0.562; number 80, C, carries -1.283; number 81, C, carries -0.878; number 82, C, carries -1.025; number 83, H, carries 0.416; number 84, H, carries 0.310; number 85, H, carries 0.316; number 86, H, carries 0.407; number 87, H, carries 0.324; number 88, H, carries 0.364; number 89, H, carries 0.425; number 90, H, carries 0.256; number 91, H, carries 0.339; number 92, H, carries 0.400; number 93, H, carries 0.401; number 94, H, carries 0.440; number 95, H, carries 0.440; number 96, H, carries 0.280; number 97, H, carries 0.289; number 98, C, carries -1.383; number 99, C, carries -0.262